The following is a DFT calculation (ωB97M-V with the def2-TZVPD basis set) of a 3-piece molecular cluster, C33H33N3O5Si overall.

```
75
Properties=species:S:1:pos:R:3:forces:R:3:lowdin_charge:R:1
C -2.4843 -0.3747 3.4758 0.20 -0.14 -0.48 -0.060
C -1.9409 -1.7850 3.2515 -0.37 0.43 0.44 -0.297
O -1.3358 -1.8600 1.9807 0.04 -0.11 -0.04 -0.238
C -0.3194 -2.8554 1.9008 0.41 0.23 -0.23 -0.343
Si 1.3610 -2.2886 2.6179 0.21 -0.07 0.10 0.689
C 2.7509 -3.1789 1.6671 -0.44 0.64 0.78 -0.247
C 4.1373 -2.5727 1.9951 -0.59 -0.15 0.17 -0.742
N 4.0658 -1.9105 3.3349 0.12 -0.06 -0.18 0.037
N 5.1100 -3.6431 1.9572 0.20 0.00 -0.27 0.066
N 4.4392 -1.6050 0.9711 0.11 0.25 -0.26 0.083
H -2.1077 0.2553 2.6792 0.12 0.19 -0.19 0.072
H -3.5647 -0.3352 3.4244 -0.21 0.04 0.22 0.057
H -2.1221 0.0470 4.4013 -0.12 0.09 0.36 0.068
H -1.2365 -2.0156 4.0503 0.30 -0.15 -0.04 0.095
H -2.7623 -2.4987 3.3387 0.01 -0.31 -0.13 0.117
H -0.6376 -3.8066 2.3301 -0.17 -0.14 0.15 0.081
H -0.1645 -3.0505 0.8419 -0.07 -0.01 -0.24 0.075
H 1.3529 -2.5631 4.0718 0.05 -0.06 -0.02 -0.039
H 1.5022 -0.8294 2.4135 -0.13 0.04 -0.07 -0.020
H 2.7131 -4.2301 1.9319 0.10 -0.27 -0.11 0.070
H 2.5421 -3.0710 0.6087 0.11 -0.28 -0.30 0.069
H 4.4752 -0.9852 3.2929 0.00 -0.04 0.08 0.068
H 4.5842 -2.4509 4.0163 -0.07 0.07 0.07 0.070
H 6.0549 -3.2836 2.0372 -0.01 -0.07 0.10 0.076
H 4.9276 -4.3144 2.6919 0.12 -0.02 0.03 0.071
H 5.1350 -0.9265 1.2643 0.06 -0.07 -0.04 0.077
H 3.6063 -1.0912 0.7131 0.01 0.05 0.03 0.071
C 3.6983 0.1113 -4.3659 0.02 -0.02 0.05 -0.055
C 4.0478 -0.5894 -3.2159 -0.01 0.04 -0.07 -0.052
C 4.9148 -0.0255 -2.2964 -0.06 -0.15 0.07 -0.004
C 5.4391 1.2399 -2.5233 0.01 0.08 -0.07 -0.082
C 5.1026 1.9364 -3.6862 0.05 -0.02 0.08 -0.083
C 4.2254 1.3698 -4.6021 -0.08 -0.09 -0.04 -0.002
C 5.6831 3.2782 -3.9684 -0.08 0.11 -0.19 -0.277
O 5.3867 3.8888 -4.9740 0.02 -0.02 0.03 0.107
C 6.6422 3.8489 -2.9814 0.01 -0.08 0.08 -0.082
C 7.2326 5.0783 -3.2447 0.07 0.11 0.02 -0.002
C 8.1151 5.6302 -2.3325 0.00 -0.03 0.04 -0.056
C 8.4073 4.9602 -1.1491 -0.01 0.02 -0.04 -0.057
C 7.8246 3.7335 -0.8826 0.08 0.09 0.04 -0.003
C 6.9459 3.1700 -1.7993 -0.02 0.01 -0.10 -0.083
C 6.3479 1.8380 -1.5076 0.01 -0.11 0.20 -0.276
O 6.5910 1.2586 -0.4676 -0.01 0.02 -0.01 0.096
H 3.0164 -0.3287 -5.0814 0.00 -0.01 -0.01 0.107
H 3.6444 -1.5774 -3.0378 0.00 -0.01 0.01 0.109
H 5.1868 -0.5667 -1.3996 0.03 0.03 0.02 0.098
H 3.9613 1.9170 -5.4961 0.06 0.08 0.01 0.120
H 6.9982 5.5965 -4.1639 -0.07 -0.06 -0.03 0.121
H 8.5769 6.5860 -2.5415 0.00 0.01 0.00 0.107
H 9.0932 5.3964 -0.4352 0.01 0.01 0.00 0.107
H 8.0500 3.2063 0.0337 -0.05 -0.08 -0.02 0.119
C -11.0713 -1.0021 1.3815 -0.01 0.02 -0.04 -0.058
C -11.4459 -0.3486 0.2120 0.02 -0.02 0.04 -0.058
C -10.4807 0.1267 -0.6586 -0.13 -0.02 0.01 -0.003
C -9.1346 -0.0420 -0.3599 0.06 -0.04 0.09 -0.082
C -8.7587 -0.6839 0.8220 0.00 0.06 -0.09 -0.082
C -9.7318 -1.1691 1.6865 -0.12 -0.02 0.04 -0.003
C -7.3222 -0.8451 1.1818 0.07 -0.11 0.19 -0.276
O -6.9955 -1.4090 2.2058 -0.01 0.03 -0.02 0.105
C -6.3005 -0.2891 0.2532 -0.06 0.06 -0.08 -0.079
C -4.9569 -0.3851 0.5898 0.14 -0.02 -0.01 0.003
C -3.9902 0.1144 -0.2648 0.03 0.03 -0.06 -0.045
C -4.3631 0.7093 -1.4659 -0.01 -0.02 0.05 -0.053
C -5.7012 0.8126 -1.8063 0.12 0.03 -0.04 -0.003
C -6.6751 0.3202 -0.9467 -0.01 -0.04 0.09 -0.084
C -8.1099 0.4621 -1.3168 -0.05 0.09 -0.21 -0.278
O -8.4377 0.9755 -2.3664 0.01 -0.01 0.04 0.105
H -11.8279 -1.3788 2.0571 -0.01 0.00 0.00 0.107
H -12.4937 -0.2117 -0.0199 -0.01 -0.01 0.00 0.107
H -10.7649 0.6306 -1.5716 0.09 0.01 -0.04 0.120
H -9.4339 -1.6727 2.5955 0.10 0.02 -0.01 0.120
H -4.6694 -0.8538 1.5195 -0.10 -0.05 0.02 0.102
H -2.9447 0.0360 0.0044 0.00 -0.03 0.01 0.105
H -3.6064 1.0944 -2.1365 0.01 0.01 0.00 0.107
H -5.9969 1.2766 -2.7368 -0.10 0.00 0.01 0.120
```
Forces are in eV/Å.

As for the SMILES: O=C1c2ccccc2C(=O)c2ccccc21.O=C1c2ccccc2C(=O)c2ccccc21.CCOC[SiH2]CC(N)(N)N. The value obtained for the max |F| is 0.021 Eh/bohr. The LUMO energy is -1.027 eV.

=====

The following is a DFT calculation (ωB97M-V with the def2-TZVPD basis set) of one molecule with the formula C5H6.

```
11
Properties=species:S:1:pos:R:3:forces:R:3:nbo_charge:R:1
C -0.0341 -0.9157 -0.3054 3.98 -4.12 -0.78 -0.330
C 1.2922 -0.4816 0.2507 -0.77 0.74 2.05 -0.195
C -1.0803 -0.2839 -0.0718 -1.84 0.94 0.28 0.106
C -2.1806 0.3192 0.1149 -2.24 2.11 1.43 -0.496
C 1.8084 0.6776 -0.1623 -0.21 -1.32 -0.84 -0.375
H -0.1527 -1.9591 -0.7110 0.26 1.00 0.38 0.230
H 1.4832 -0.9197 1.2894 0.23 0.45 -1.65 0.206
H -2.6647 0.3887 1.1432 0.44 -0.38 -1.66 0.229
H -2.5048 0.9947 -0.6844 -0.24 -0.16 0.46 0.225
H 1.4383 0.9289 -1.1509 0.14 0.78 0.13 0.195
H 2.5951 1.2509 0.2875 0.26 -0.04 0.20 0.206
```
Forces are in eV/Å.

The calculation puts the energy above the lowest of the compared OMol25 structures with the same formula, charge and spin at 2.225 eV. As for the SMILES: C=C=CC=C. The value obtained for the max |F| is 0.112 Eh/bohr. The LUMO energy is 1.104 eV.

=====

The following is a DFT calculation (ωB97M-V with the def2-TZVPD basis set) of C35H68BeF3O21 as an isolated structure.

```
128
Properties=species:S:1:pos:R:3:forces:R:3:lowdin_charge:R:1
Be -1.9544 0.3103 -3.1288 2.21 0.29 3.79 1.123
C 0.7641 0.1403 -0.6993 -1.33 -1.11 -1.68 -0.406
O -0.0080 -0.8461 -0.0074 1.59 -0.47 1.20 -0.152
O -0.0471 0.5904 -1.7015 -1.10 1.02 -1.23 -0.177
C 1.2184 1.3098 0.2126 -1.27 1.39 0.77 -0.518
F 2.0326 1.0006 1.2286 0.36 -0.71 -0.22 0.146
F 1.8036 2.3328 -0.4372 0.25 -0.69 -0.70 0.124
F 0.1468 1.9021 0.8113 -0.19 -0.51 -0.10 0.109
C 0.7103 -1.7280 0.9053 -0.73 0.28 1.03 -0.208
C -0.3088 -2.7530 1.4133 0.63 -0.18 -0.24 -0.043
H -0.4509 -3.5887 0.7248 -0.32 0.29 -0.37 0.070
H 0.0476 -3.2646 2.3084 0.07 0.37 0.21 0.068
H -1.2390 -2.2310 1.6291 -0.09 -0.22 0.11 0.066
H 1.0564 -1.1557 1.7692 -0.12 0.21 0.02 0.102
H 1.6305 -2.2039 0.5575 -0.15 0.10 -0.88 0.111
H 1.6486 -0.3455 -1.1273 0.46 0.01 0.30 0.150
C 4.2537 -5.3396 1.1226 -0.67 -1.39 0.76 -0.204
C 5.0863 -4.9106 -0.0255 -0.50 1.57 -0.88 -0.153
C 4.5799 -3.4324 -0.1166 0.85 0.07 -0.04 -0.193
O 4.5727 -2.9451 1.2339 0.10 -0.82 -0.37 -0.145
C 4.1609 -4.0769 2.0024 0.22 -0.93 0.36 -0.192
H 4.6812 -6.2030 1.6376 0.25 0.28 0.32 0.113
H 3.2759 -5.7430 0.8479 -0.16 0.50 -0.36 0.108
H 4.9484 -5.4333 -0.9713 -0.10 -0.15 0.12 0.115
H 6.1388 -4.9618 0.2545 0.06 0.35 -0.20 0.121
H 3.5489 -3.3107 -0.4624 -0.03 -0.58 -0.49 0.109
H 5.2153 -2.8090 -0.7452 0.03 0.15 0.20 0.104
H 3.1354 -3.9824 2.3648 0.07 0.35 0.22 0.107
H 4.8646 -4.2501 2.8174 -0.21 0.60 0.30 0.121
C -4.7611 -2.6119 -0.8942 -0.99 0.89 -1.43 -0.144
C -3.8596 -2.2915 0.2544 -0.13 -0.52 0.23 -0.152
C -3.1620 -1.0058 -0.1551 0.57 -0.20 1.11 -0.162
O -3.6135 -0.6539 -1.4804 0.44 0.32 -0.47 -0.186
C -4.9249 -1.2531 -1.5948 0.39 -0.06 -0.35 -0.169
H -5.7784 -2.9292 -0.6658 0.26 -0.59 0.26 0.125
H -4.2793 -3.2640 -1.6238 -0.20 -0.26 0.09 0.105
H -3.1112 -3.0650 0.4207 -0.27 -0.16 0.26 0.104
H -4.4901 -2.1438 1.1306 0.40 -0.05 0.25 0.123
H -2.0853 -1.1415 -0.1047 -0.05 0.41 -0.62 0.090
H -3.4235 -0.3118 0.6476 -0.06 0.91 -0.72 0.124
H -5.2212 -1.3803 -2.6368 0.32 0.17 -0.13 0.120
H -5.6360 -0.5516 -1.1526 -0.13 -0.28 0.37 0.121
C -0.9627 -4.1831 -2.3471 -0.98 0.22 -0.93 -0.119
C -1.7026 -4.4441 -3.6758 0.20 -1.53 -0.49 -0.166
C -2.2027 -3.1177 -4.1280 -0.50 1.39 -0.04 -0.162
O -1.5777 -2.1546 -3.2246 -0.25 2.03 -0.70 -0.196
C -0.4833 -2.7277 -2.5168 0.29 -1.71 0.91 -0.162
H -0.2347 -4.9757 -2.1932 0.20 0.35 0.37 0.123
H -1.7809 -4.2114 -1.6254 0.46 -0.04 0.58 0.104
H -2.4804 -5.1997 -3.5552 -0.28 0.31 0.24 0.120
H -1.1004 -4.9093 -4.4588 0.50 0.30 0.16 0.119
H -3.2731 -2.9270 -4.0284 -0.08 -0.32 0.23 0.115
H -1.9699 -2.8559 -5.1614 0.36 -0.14 0.02 0.122
H -0.3758 -2.2275 -1.5574 -0.08 0.24 -0.25 0.094
H 0.4813 -2.7416 -3.0290 -0.18 0.48 -0.47 0.138
C 0.2394 -2.8226 5.4376 -0.27 -0.33 0.26 -0.183
C -0.4443 -2.6014 6.8042 0.50 0.15 -1.07 -0.139
C 0.5480 -1.6045 7.5128 -1.16 -2.14 0.38 -0.182
O 1.3472 -1.0350 6.4778 -0.83 0.18 0.74 -0.106
C 0.8240 -1.4665 5.2375 1.00 0.58 -1.39 -0.247
H -0.4492 -3.1203 4.6461 -0.17 0.19 0.06 0.098
H 1.0247 -3.5809 5.4444 0.05 0.00 0.38 0.115
H -0.7073 -3.5669 7.2325 0.25 0.27 0.66 0.109
H -1.3668 -2.0564 6.5964 -0.14 -0.10 0.11 0.102
H 1.1557 -2.1485 8.2378 0.46 0.09 -0.24 0.113
H -0.1066 -0.9879 8.1323 0.47 1.05 -0.44 0.110
H 1.6622 -1.4423 4.5358 0.11 -0.15 0.03 0.118
H 0.0936 -0.7838 4.7879 -0.30 0.24 0.47 0.108
C -5.6274 2.7802 -2.3286 0.37 -1.12 -1.06 -0.042
O -4.7037 3.6927 -1.7761 0.61 0.24 0.97 0.012
C -3.4494 3.2562 -1.4697 -1.62 -0.05 -0.76 -0.580
O -2.9883 2.1824 -1.7936 0.26 -1.00 -0.75 0.078
O -2.8606 4.1877 -0.8085 0.14 1.09 0.86 0.073
C -1.4802 4.0726 -0.4689 1.50 -0.28 -0.74 0.006
H -5.2159 2.4912 -3.2995 -0.30 -0.32 -0.07 0.077
H -6.6128 3.2021 -2.5103 0.32 0.68 0.33 0.105
H -5.7779 1.8747 -1.7391 0.30 0.12 0.25 0.090
H -1.2586 4.0261 0.5946 -0.76 -0.16 0.07 0.103
H -0.9341 4.9378 -0.8456 -0.44 0.24 -0.09 0.108
H -1.0483 3.2075 -0.9732 -0.11 -0.18 0.24 0.074
C -3.0755 3.8500 -5.2484 -0.43 -0.19 0.69 -0.004
O -1.8656 4.3729 -4.7102 0.13 0.62 0.07 0.032
C -0.9690 3.5862 -4.1464 0.11 1.39 -0.33 -0.565
O -1.0500 2.3709 -4.1151 -0.16 -1.55 0.54 0.072
O 0.0312 4.3707 -3.7170 -2.36 -1.66 -0.06 0.033
C 1.1583 3.7152 -3.1604 2.31 0.52 -0.91 -0.027
H -3.6200 4.6747 -5.7015 0.49 0.01 -0.40 0.110
H -3.7316 3.5567 -4.4261 0.18 -0.39 0.03 0.069
H -2.8796 3.0185 -5.9218 -0.09 0.12 -0.10 0.103
H 1.8776 3.8316 -3.9779 0.40 -0.24 0.29 0.106
H 1.1378 2.6521 -2.9273 -0.95 0.16 0.25 0.083
H 1.5324 4.3503 -2.3594 -0.30 -0.28 0.24 0.100
C 4.0120 8.7886 0.0794 -0.95 0.33 -2.68 -0.051
O 4.4178 7.4843 0.4628 0.90 0.04 1.13 0.006
C 3.5343 6.4861 0.5809 -0.32 1.00 0.49 -0.595
O 2.3713 6.5934 0.2900 -0.16 -0.78 -0.09 0.118
O 4.1691 5.4578 1.1412 0.96 0.32 -0.23 0.010
C 3.5252 4.2355 1.4351 -1.65 0.19 0.49 -0.039
H 4.1688 8.8084 -1.0039 -0.06 0.08 -0.13 0.093
H 4.5759 9.6660 0.3895 0.55 -0.82 1.12 0.094
H 2.9518 9.0266 0.1611 -0.05 -0.54 0.65 0.092
H 2.8872 3.9165 0.6153 0.46 -0.20 -0.17 0.068
H 2.8326 4.3641 2.2719 0.00 0.27 0.07 0.101
H 4.2345 3.4942 1.7928 0.37 0.19 -0.59 0.100
C -1.8107 0.8686 2.9532 0.72 0.22 1.57 -0.030
O -2.6625 -0.1390 3.5257 0.40 -0.05 -0.42 -0.020
C -3.8907 0.2141 3.8882 -1.00 -0.31 0.08 -0.613
O -4.5409 1.1488 3.4887 0.48 -0.16 0.23 0.127
O -4.3161 -0.7401 4.7331 0.23 -0.35 0.63 -0.009
C -5.6155 -0.6244 5.3212 -1.04 0.44 -0.85 -0.037
H -2.3090 1.5465 2.2670 0.06 -0.34 -0.24 0.093
H -0.8838 0.3886 2.6456 -0.56 -0.37 -0.95 0.073
H -1.3983 1.4204 3.8032 -0.49 0.56 0.01 0.105
H -5.7859 0.3688 5.7322 0.11 0.02 -0.08 0.098
H -5.8592 -1.3674 6.0779 1.13 -0.16 0.13 0.093
H -6.3662 -0.8327 4.5561 0.00 0.39 -0.19 0.093
C 5.0100 0.0906 -0.6141 -0.09 0.89 1.25 -0.051
O 4.2663 -0.2106 -1.7704 -0.25 -0.55 -1.51 -0.023
C 4.8317 0.0406 -2.9703 0.52 1.26 -0.21 -0.590
O 5.7701 0.7620 -3.1834 0.21 -0.25 0.60 0.141
O 4.1414 -0.5297 -3.9464 -1.68 -1.31 1.26 0.000
C 4.5415 -0.3550 -5.2649 0.23 1.35 -1.55 -0.067
H 4.2882 0.0796 0.2029 0.04 -0.61 0.00 0.085
H 5.3661 1.1208 -0.5585 0.35 -0.08 -0.69 0.100
H 5.8130 -0.6223 -0.4374 -0.02 0.07 -0.08 0.098
H 5.4595 -0.8958 -5.4870 0.00 0.16 -0.03 0.107
H 4.6035 0.7081 -5.5153 0.85 0.08 0.41 0.100
H 3.7539 -0.5991 -5.9794 -0.23 -1.00 0.61 0.092
```
Forces are in eV/Å.

The calculation puts the energy above the lowest of the compared OMol25 structures with the same formula, charge and spin at 1.662 eV. The net charge is +1. The value obtained for the max |F| is 0.086 Eh/bohr. The LUMO energy is -5.820 eV.